#A
ORCA calculation (ωB97M-V with the def2-TZVPD basis set) on a 3-piece molecular cluster, C3H12NO3S overall.

Output
Orbital gap = 6.72 eV
Total charge = -1

Last column: Mulliken charge in e.
Atoms and positions in Å:
C 0.474 -0.400 -1.077  -0.68
C -0.222 -1.685 -1.524  -0.46
S 0.321 -2.289 -3.159  -0.26
N -0.401 0.487 -0.337  -0.34
C 0.108 0.689 1.089  -0.50
O 1.265 1.333 1.165  -0.91
H 0.907 0.143 -1.934  0.41
H 1.377 -0.580 -0.504  0.28
H 0.086 -2.489 -0.859  0.32
H -1.293 -1.606 -1.441  0.27
H 0.406 -1.074 -3.711  0.10
H -0.409 1.397 -0.787  0.24
H 0.078 -0.361 1.473  0.30
H -0.752 1.192 1.592  0.25
H 1.890 1.147 2.635  0.48
H 3.076 1.727 3.466  0.26
O 2.403 1.028 3.503  -0.73
H -3.603 0.050 0.592  0.30
H -2.413 0.501 -0.243  0.38
O -3.297 0.791 0.061  -0.70

#B
ORCA calculation (ωB97M-V with the def2-TZVPD basis set) on a 4-piece molecular cluster, C3H12NO3S overall.

Output
Orbital gap = 6.20 eV
Total charge = -1

Last column: Mulliken charge in e.
Atoms and positions in Å:
C 0.420 0.001 -0.273  -0.32
C 1.894 -0.444 -0.104  -0.58
S 2.512 -0.965 -1.721  -0.25
N -0.375 -0.078 0.936  -0.33
C -1.860 0.132 0.667  -0.73
O -2.484 -0.863 -0.014  -0.84
H -0.050 -0.626 -1.046  0.22
H 0.433 1.030 -0.649  0.24
H 2.588 0.378 0.151  0.32
H 1.998 -1.138 0.734  0.34
H 1.104 -2.234 -1.777  0.12
H -0.519 -1.015 1.324  0.20
H -1.978 1.110 0.140  0.36
H -2.349 0.245 1.673  0.26
H -1.471 0.135 -2.690  0.26
H -2.343 -0.163 -1.381  0.43
O -2.361 0.211 -2.337  -0.73
H 0.995 0.929 1.970  0.48
H 2.113 2.007 1.907  0.30
O 1.734 1.345 2.490  -0.73

Least stable structure: #B

#A
ORCA calculation (ωB97M-V with the def2-TZVPD basis set) on a 3-piece molecular cluster, C3H12O2S2 overall.

Output
Orbital gap = 9.51 eV

Last column: Mulliken charge in e.
Atoms and positions in Å:
C 0.239 -2.142 -1.290  -1.17
C 0.621 -1.595 0.078  -0.29
S -0.874 -1.193 1.026  -0.15
S -0.099 -0.338 2.714  -0.11
C 0.118 1.390 2.197  -0.64
H -0.450 -2.983 -1.218  0.33
H -0.218 -1.358 -1.888  0.30
H 1.141 -2.472 -1.804  0.34
H 1.252 -0.715 -0.040  0.26
H 1.196 -2.306 0.657  0.45
H 0.485 1.906 3.077  0.35
H -0.828 1.819 1.881  0.23
H 0.855 1.449 1.394  0.20
H -2.653 1.336 -1.295  0.29
H -1.687 0.374 -0.616  0.20
O -1.713 1.130 -1.226  -0.67
H 0.152 1.592 -1.094  0.39
H 1.359 2.376 -1.608  0.29
O 1.102 1.729 -0.945  -0.59

#B
ORCA calculation (ωB97M-V with the def2-TZVPD basis set) on a 3-piece molecular cluster, C3H12O2S2 overall.

Output
Orbital gap = 9.24 eV

Last column: Mulliken charge in e.
Atoms and positions in Å:
C 2.481 0.872 0.038  -0.36
C 2.838 -0.592 -0.479  -1.07
C 1.814 1.667 -1.047  -0.84
S 0.427 2.838 -0.550  -0.07
S 1.615 4.607 -0.167  -0.21
H 3.365 1.427 0.399  0.27
H 2.036 0.965 0.957  0.50
H 1.912 -1.262 -0.216  0.24
H 2.777 -0.482 -1.603  0.30
H 3.752 -0.982 -0.107  0.37
H 1.295 0.894 -1.608  0.40
H 2.687 2.242 -1.572  0.34
H 2.292 4.277 0.887  0.14
H -4.282 -1.383 5.155  0.32
H -5.325 -1.252 4.148  0.30
O -4.987 -0.809 4.859  -0.61
H -4.134 -4.080 -2.993  0.33
H -5.670 -4.140 -3.004  0.33
O -4.891 -4.807 -3.096  -0.66

Least stable structure: #B